105
Properties=species:S:1:pos:R:3:forces:R:3 method="wB97M-V/def2-TZVPD" spin_multiplicity=1 largest_force_ev_per_a=8.8 charge=0 e_homo_ha=-0.3252
C -3.736 -2.850 -3.653 -0.39 -1.09 0.29
N -2.336 -2.737 -4.205 0.58 1.28 0.43
C -2.271 -2.775 -5.709 0.51 0.02 -0.86
C -1.606 -1.504 -3.630 -2.90 4.11 -3.84
O -1.865 -0.363 -4.286 2.20 -6.51 4.41
C -0.747 -1.722 -2.279 -1.74 -0.49 0.38
C 0.861 -1.595 -2.318 -0.21 -1.66 0.17
C 1.373 -3.187 -2.424 1.50 -4.31 0.29
C 2.489 -3.878 -1.433 -2.13 -2.20 -3.19
C 2.848 -5.472 -1.635 -2.05 1.66 -1.47
N 2.270 -6.416 -2.653 -1.40 6.13 0.40
C 1.289 -5.781 -3.599 0.67 2.49 1.80
C 0.768 -4.218 -3.596 2.99 -1.68 2.93
C 1.729 -0.866 -3.470 2.92 1.92 -1.58
C 2.970 -1.704 -4.222 0.92 0.67 0.92
N 1.140 -0.136 -4.636 -0.19 0.16 0.27
C 2.659 0.199 -2.574 0.73 3.39 -0.88
O 3.168 1.384 -2.910 -2.92 -7.98 2.46
O 2.712 -0.501 -1.247 -0.84 2.98 -2.28
C 1.255 -0.736 -0.967 1.21 -2.63 -0.34
C 1.247 -1.420 0.509 -0.35 -0.47 0.94
P 0.625 1.037 -0.705 -1.35 1.41 1.22
O -0.706 1.100 0.475 0.09 0.19 -2.99
Cl -0.331 1.850 -2.458 0.43 -1.07 1.28
H -3.674 -3.045 -2.495 -0.19 0.56 -2.28
H -4.444 -1.949 -3.892 1.42 -1.43 0.43
H -4.212 -3.820 -4.127 0.93 1.95 0.93
H -1.154 -2.572 -6.021 -2.16 -0.33 0.54
H -2.934 -1.968 -6.232 1.12 -1.45 0.94
H -2.546 -3.855 -6.128 0.48 2.37 1.22
H -1.237 -1.023 -1.442 1.24 -1.13 -1.98
H -0.987 -2.826 -1.887 0.48 2.44 -1.12
H 3.030 -3.273 -0.595 -1.18 -1.29 -1.87
H 3.633 -5.930 -0.864 -1.95 0.97 -2.02
H 0.832 -6.493 -4.443 1.22 1.70 2.19
H 0.002 -3.902 -4.420 1.51 -0.53 1.91
H 2.541 -2.534 -4.925 0.93 1.57 1.48
H 3.767 -2.094 -3.440 -1.76 0.28 -1.65
H 3.544 -0.859 -4.841 -1.49 -1.98 1.31
H 1.773 0.643 -4.984 -0.97 -1.56 0.88
H 0.913 -0.768 -5.440 0.48 0.76 1.19
H 0.453 -2.292 0.523 1.75 1.65 -0.04
H 2.327 -1.806 0.842 -2.48 0.77 -1.14
H 0.929 -0.689 1.398 0.57 -1.25 -2.24
H -1.491 1.588 0.050 1.63 -1.11 0.80
C 2.794 4.434 -1.491 -0.10 -0.12 -0.23
Cl 1.920 5.469 -2.633 0.34 -0.18 0.19
Cl 4.133 5.323 -0.745 -0.03 -0.05 0.00
Cl 1.694 3.809 -0.250 0.44 0.86 -0.07
H 3.208 3.586 -2.042 -0.14 0.21 0.21
C 2.835 5.366 3.108 0.00 0.00 -0.09
Cl 4.043 4.428 4.003 -0.12 0.10 -0.17
Cl 1.281 4.516 3.084 0.12 0.11 0.11
Cl 2.651 6.980 3.817 0.01 -0.18 -0.07
H 3.181 5.480 2.078 -0.13 -0.07 0.29
C -7.112 -2.089 -1.121 -0.07 0.01 0.04
Cl -5.465 -1.511 -0.816 -0.23 -0.01 0.09
Cl -8.024 -0.900 -2.066 0.11 -0.15 0.16
Cl -7.079 -3.652 -1.954 -0.01 0.16 0.12
H -7.614 -2.223 -0.159 0.19 0.04 -0.34
C 5.298 2.557 6.926 0.00 0.13 0.03
Cl 6.541 1.316 7.160 -0.11 0.15 -0.06
Cl 3.715 1.809 6.656 0.34 -0.12 -0.03
Cl 5.240 3.651 8.319 -0.05 -0.13 -0.42
H 5.558 3.142 6.040 -0.08 -0.22 0.31
C 2.835 -0.733 -8.257 0.11 0.00 -0.03
Cl 4.043 -1.671 -7.363 -0.05 0.08 -0.44
Cl 1.280 -1.583 -8.281 0.11 0.07 0.00
Cl 2.651 0.880 -7.548 0.07 -0.12 -0.21
H 3.181 -0.619 -9.287 -0.14 -0.03 0.37
C -4.332 -2.916 -9.077 -0.06 0.05 -0.03
Cl -2.627 -2.701 -9.510 -0.17 -0.03 0.01
Cl -4.526 -4.291 -7.976 -0.12 0.07 -0.25
Cl -4.978 -1.437 -8.345 0.05 -0.19 -0.14
H -4.896 -3.123 -9.990 0.21 0.07 0.33
C -2.405 2.114 3.748 0.14 0.00 -0.01
Cl -2.233 0.357 3.604 0.01 0.17 0.06
Cl -2.755 2.836 2.168 -0.08 0.03 0.29
Cl -3.676 2.522 4.913 0.17 -0.06 -0.10
H -1.460 2.524 4.112 -0.30 -0.11 -0.10
C 6.718 4.385 12.052 0.01 -0.11 0.06
Cl 8.365 4.963 12.357 -0.21 -0.06 0.01
Cl 5.806 5.575 11.107 0.06 -0.08 0.15
Cl 6.751 2.822 11.219 0.04 0.17 0.30
H 6.216 4.252 13.014 0.18 0.06 -0.35
C 0.392 5.286 6.915 0.17 0.03 0.00
Cl 1.634 4.045 7.149 -0.34 0.37 -0.12
Cl -1.192 4.538 6.645 0.10 0.05 -0.06
Cl 0.334 6.379 8.308 -0.01 -0.08 -0.19
H 0.652 5.871 6.029 -0.09 -0.20 0.27
C -2.275 6.294 -1.533 -0.04 0.04 -0.18
Cl -2.220 5.033 -0.290 0.01 0.14 -0.10
Cl -1.713 7.841 -0.875 -0.10 -0.20 -0.07
Cl -1.303 5.826 -2.938 -0.42 0.06 0.17
H -3.313 6.414 -1.856 0.37 -0.05 0.14
C -3.455 -0.698 7.218 0.13 0.07 0.00
Cl -2.213 -1.939 7.452 -0.16 0.14 -0.09
Cl -5.039 -1.446 6.948 0.12 0.09 -0.03
Cl -3.513 0.395 8.611 0.01 -0.10 -0.22
H -3.195 -0.113 6.332 -0.11 -0.20 0.28
C -4.694 -5.441 6.523 0.00 0.06 0.05
Cl -3.241 -5.971 7.388 -0.19 0.10 -0.08
Cl -4.263 -4.737 4.955 -0.07 -0.04 0.20
Cl -5.819 -6.793 6.310 0.09 0.18 0.05
H -5.189 -4.672 7.121 0.19 -0.24 -0.21